Here is H3N3O3S2 in the gas phase at a distorted geometry from the Open Molecules 2025 dataset. Energies are from ωB97M-V/def2-TZVPD.

```
! wB97M-V def2-TZVPD RIJCOSX def2/J DEFGRID3
* xyz 0 1
N -0.33920 -0.79523 0.10308
N -0.37605 0.70415 0.17014
N 1.89588 2.11120 -0.81812
O 2.41350 1.63856 0.12762
O 2.27067 2.97449 -1.52714
O 0.73081 0.39628 -2.26452
S -1.05923 2.91613 -1.79393
S 0.14395 1.58511 -1.21685
H 0.00693 -0.90673 -0.90921
H 0.45451 -1.18090 0.60266
H -1.20852 0.96355 0.66964
*
```

Output
Max |F| in eV Å⁻¹: 7.3
Frontier orbital gap in eV: 9.31
Structure (SMILES): NN[S@@](=O)(=S)[N+](=O)[O-]
Lowest unoccupied orbital energy in eV: -1.1
ΔE to the lowest compared entry with this formula, charge and spin in kcal/mol: 107.0